{
  "formula": "C17H21Cl2NO6Pt",
  "method": "ωB97M-V/def2-TZVPD",
  "species": ["C", "C", "C", "C", "C", "C", "C", "C", "C", "C", "Pt", "Cl", "Cl", "O", "H", "H", "H", "H", "H", "H", "H", "H", "H", "H", "H", "H", "H", "H", "H", "H", "O", "H", "O", "C", "O", "C", "C", "C", "C", "C", "C", "N", "O", "O", "H", "H", "H", "H"],
  "xyz": [[2.113, -0.038, -2.468], [2.649, 1.141, -1.962], [1.611, 2.122, -1.840], [4.072, 1.376, -1.614], [0.420, 1.582, -2.332], [0.651, 0.141, -2.690], [-0.031, -0.482, -3.848], [2.877, -1.242, -2.812], [1.816, 3.507, -1.356], [-0.776, 2.347, -2.713], [-0.187, -0.435, -0.815], [1.823, -0.598, 0.527], [0.010, -2.783, -1.090], [-2.052, -0.123, -1.514], [4.567, 0.437, -1.333], [4.158, 2.079, -0.778], [4.629, 1.805, -2.462], [2.292, 3.520, -0.366], [0.859, 4.032, -1.278], [2.461, 4.081, -2.035], [-0.938, 3.189, -2.032], [-1.647, 1.685, -2.661], [-0.679, 2.757, -3.730], [-1.087, -0.241, -3.803], [0.044, -1.564, -3.801], [0.399, -0.119, -4.789], [3.528, -1.548, -1.983], [3.517, -1.064, -3.689], [2.204, -2.073, -3.038], [-2.423, 0.399, -0.775], [-0.746, -3.055, -2.677], [-1.666, -3.252, -2.413], [-1.662, 1.079, 1.360], [-1.489, -0.097, 1.722], [-1.068, -1.079, 0.977], [-1.777, -0.579, 3.140], [-1.323, -1.845, 3.577], [-1.649, -2.328, 4.841], [-2.457, -1.555, 5.701], [-2.870, -0.267, 5.299], [-2.533, 0.208, 4.034], [-2.954, -2.130, 6.906], [-2.615, -3.299, 7.202], [-3.722, -1.448, 7.624], [-0.715, -2.459, 2.918], [-1.310, -3.304, 5.169], [-3.466, 0.327, 5.982], [-2.859, 1.192, 3.723]],
  "lowdin_spin": [0.3686, 0.1963, 0.1609, 0.0214, 0.3269, -0.0099, -0.0044, 0.0565, 0.0166, 0.0545, 1.1657, 0.1331, 0.1553, 0.1278, 0.0028, 0.0023, 0.0090, 0.0042, -0.0003, 0.0060, 0.0038, 0.0047, 0.0227, 0.0003, 0.0001, -0.0031, 0.0119, 0.0213, 0.0002, 0.0080, 0.0156, 0.0007, 0.0392, 0.0269, 0.0960, 0.1016, -0.0026, 0.0708, 0.0413, 0.0731, -0.0025, 0.2505, 0.2060, 0.2051, -0.0018, 0.0092, 0.0095, -0.0020],
  "total_charge": -2,
  "orbital_gap_ev": [2.998, 5.881],
  "mol_weight_g_mol": 601.34,
  "multiplicity": 5,
  "homo_ev": [0.75, -2.71],
  "de_lowest_kcal_mol": 23.4,
  "fmax_ev_per_a": 3.656
}


{
  "formula": "C22H23NO5",
  "method": "ωB97M-V/def2-TZVPD",
  "species": ["C", "C", "O", "C", "C", "C", "C", "C", "C", "O", "C", "C", "O", "N", "C", "H", "H", "H", "C", "H", "H", "H", "H", "H", "H", "H", "C", "C", "C", "O", "C", "C", "C", "C", "C", "C", "O", "C", "H", "H", "H", "H", "H", "H", "H", "H", "H", "H", "H", "H", "H"],
  "xyz": [[1.703, 0.628, -0.398], [1.266, 0.716, 0.952], [0.902, -0.640, 1.471], [0.067, -1.359, 0.922], [-0.844, -0.721, 0.137], [-1.918, -1.550, -0.224], [-1.848, -2.898, 0.039], [-0.855, -3.627, 0.424], [0.177, -2.884, 1.037], [1.032, -3.491, 1.779], [2.104, -3.147, 2.368], [3.139, -2.552, 1.177], [3.006, -2.472, -0.057], [4.074, -1.724, 1.691], [4.462, -1.397, 2.940], [5.424, -0.908, 3.282], [3.727, -0.507, 3.485], [4.421, -2.236, 3.754], [4.918, -1.109, 0.595], [4.692, -1.434, -0.174], [5.040, -0.024, 0.675], [6.048, -1.483, 1.069], [2.628, -3.864, 2.883], [1.902, -2.222, 3.247], [-0.862, -4.833, 0.416], [-2.779, -3.577, -0.632], [-3.021, -0.853, -0.979], [-3.307, 0.042, -1.694], [-2.014, 1.067, -1.834], [-0.961, 0.752, -2.210], [-2.497, 2.390, -1.954], [-1.363, 3.433, -2.013], [-1.811, 4.782, -1.737], [-2.983, 5.243, -1.569], [-4.023, 4.246, -1.544], [-3.943, 2.739, -1.726], [-4.770, 1.953, -1.936], [-4.581, 0.719, -1.966], [-4.452, 0.644, -3.291], [-5.357, -0.095, -1.777], [-5.181, 4.631, -1.313], [-3.359, 6.121, -1.145], [-0.895, 5.526, -1.683], [-0.304, 3.225, -1.994], [-3.984, -1.710, -0.933], [-1.120, 0.373, 0.159], [0.533, 1.464, 1.187], [2.198, 1.156, 1.611], [0.856, 0.376, -1.207], [2.472, -0.375, -0.534], [2.239, 1.469, -0.775]],
  "mulliken_charge": [-0.5493, -0.5512, -0.5952, 0.8083, 0.6098, 0.0723, -0.6798, -1.1613, 0.1782, -0.3192, -0.5813, 0.6887, -0.6926, 0.2546, -0.8501, 0.3258, 0.2064, 0.3231, -1.5792, 0.7261, 0.2875, 0.3564, 0.5093, 0.2243, 0.2310, -0.0201, -0.7037, 0.7574, 0.9582, -0.5797, 0.2705, -0.7493, -0.2165, -0.5591, -0.5701, 0.5913, -0.1211, -0.9739, 0.3199, 0.2485, 0.1230, 0.4073, 0.1526, 0.4277, -0.1439, 0.6547, 0.4315, 0.2165, 0.1933, 0.0436, 0.5986],
  "total_charge": 0,
  "orbital_gap_ev": 6.937,
  "mol_weight_g_mol": 381.43,
  "homo_ev": -7.14,
  "smiles": "CCOc1cc(/C=C2/COc3ccccc3C2=O)ccc1OCC(=O)N(C)C",
  "de_lowest_kcal_mol": 462.3,
  "fmax_ev_per_a": 18.809
}


{
  "formula": "C5H7N",
  "method": "ωB97M-V/def2-TZVPD",
  "species": ["C", "C", "C", "C", "N", "C", "H", "H", "H", "H", "H", "H", "H"],
  "xyz": [[1.079, -0.710, 0.906], [0.436, 0.910, -0.521], [0.559, -0.574, -0.479], [-1.000, -0.432, -0.454], [-1.388, 0.101, 0.780], [-0.911, 1.125, -0.101], [2.085, -0.329, 1.055], [0.886, -1.652, 1.428], [0.991, 1.615, -1.140], [0.930, -1.135, -1.346], [-1.688, -0.799, -1.207], [-0.460, -0.115, 1.388], [-1.520, 1.996, -0.309]],
  "mulliken_charge": [-1.3250, -0.1667, 0.0540, -0.1529, -0.5725, -0.3467, 0.2725, 0.3289, 0.3490, 0.3927, 0.3489, 0.4514, 0.3662],
  "total_charge": 0,
  "orbital_gap_ev": [7.146, 7.150],
  "mol_weight_g_mol": 81.12,
  "homo_ev": [-7.07, -7.07],
  "de_lowest_kcal_mol": 145.3,
  "fmax_ev_per_a": 0.460
}


{
  "formula": "C9H9N3O3",
  "method": "ωB97M-V/def2-TZVPD",
  "species": ["C", "C", "C", "C", "C", "C", "C", "C", "C", "N", "N", "N", "O", "O", "O", "H", "H", "H", "H", "H", "H", "H", "H", "H"],
  "xyz": [[-3.246, -1.106, 0.667], [-2.500, -1.958, -0.142], [-2.805, 0.194, 0.892], [-1.334, -1.521, -0.719], [-1.635, 0.648, 0.330], [-0.860, -0.198, -0.508], [2.683, 0.294, 0.211], [0.863, 1.408, -1.022], [1.717, 1.464, 0.276], [2.048, -0.924, 0.017], [0.247, 0.141, -1.163], [2.621, -1.991, 0.320], [2.285, -3.126, 0.201], [3.880, 0.450, 0.253], [2.405, 2.664, 0.414], [-4.165, -1.447, 1.118], [-2.842, -2.967, -0.316], [-3.388, 0.857, 1.514], [-0.738, -2.170, -1.341], [-1.322, 1.667, 0.503], [0.153, 2.245, -0.992], [1.534, 1.552, -1.876], [1.055, 1.329, 1.144], [3.341, 2.494, 0.217]],
  "mulliken_charge": [-0.3525, -0.5941, -0.8121, -0.1701, -0.2197, 0.7835, 0.5919, -0.8584, 0.1774, 0.3547, -0.5067, -0.1011, -0.4175, -0.5509, -0.5949, 0.3820, 0.3671, 0.3621, 0.4625, 0.3181, 0.3299, 0.3484, 0.3137, 0.3869],
  "total_charge": 0,
  "orbital_gap_ev": [7.839, 6.447],
  "mol_weight_g_mol": 207.19,
  "homo_ev": [-9.22, -8.16],
  "de_lowest_kcal_mol": 128.2,
  "fmax_ev_per_a": 1.475
}


{
  "formula": "C4H5NO",
  "method": "ωB97M-V/def2-TZVPD",
  "species": ["C", "C", "C", "O", "C", "N", "H", "H", "H", "H", "H"],
  "xyz": [[-0.961, -0.931, 0.753], [0.111, 0.019, 0.507], [0.662, 0.086, -0.817], [0.410, -0.747, -1.712], [0.543, 1.622, -1.004], [0.643, 2.737, -1.285], [-1.830, -0.339, 1.076], [-1.235, -1.490, -0.145], [-0.629, -1.602, 1.539], [0.492, 0.720, 1.249], [1.794, -0.076, -0.162]],
  "mulliken_charge": [-1.0737, -0.2862, 0.7023, -0.6694, 0.1485, -0.3975, 0.3189, 0.3225, 0.3236, 0.4429, 0.1682],
  "total_charge": 0,
  "orbital_gap_ev": [7.982, 7.976],
  "mol_weight_g_mol": 83.09,
  "homo_ev": [-9.58, -9.57],
  "de_lowest_kcal_mol": 106.3,
  "fmax_ev_per_a": 2.110
}


{
  "formula": "BrH8O4Zn",
  "method": "ωB97M-V/def2-TZVPD",
  "species": ["Zn", "Br", "O", "H", "H", "O", "H", "H", "O", "H", "H", "O", "H", "H"],
  "xyz": [[-0.868, 12.415, 9.316], [-2.655, 11.469, 7.880], [-2.855, 12.976, 4.964], [-3.152, 13.830, 5.278], [-2.719, 12.462, 5.760], [-0.638, 10.499, 10.110], [-1.430, 9.972, 10.000], [-0.135, 10.038, 10.782], [-5.501, 10.412, 6.091], [-4.747, 10.783, 6.549], [-5.134, 10.033, 5.292], [-2.688, 8.458, 6.336], [-2.312, 8.694, 5.488], [-2.766, 9.290, 6.803]],
  "lowdin_spin": [0.6588, 0.1797, 0.0018, 0.0002, 0.0007, 0.1298, 0.0047, 0.0061, 0.0051, 0.0041, 0.0003, 0.0047, 0.0005, 0.0036],
  "total_charge": 0,
  "orbital_gap_ev": [8.179, 8.680],
  "mol_weight_g_mol": 217.35,
  "multiplicity": 2,
  "homo_ev": [-8.46, -10.60],
  "de_lowest_kcal_mol": 0.0,
  "fmax_ev_per_a": 0.754
}